Below is C3H5FO as an isolated structure, with properties calculated with ωB97M-V/def2-TZVPD.

Each line ends with the Mulliken charge.
Positions of all 10 atoms, in Å:
C 0.037 -0.928 -0.507  -0.6588
C -1.077 -0.312 0.305  -0.6105
C 0.147 0.490 -0.144  0.7737
O 1.580 0.954 0.841  -0.5761
F 0.105 1.439 -1.091  -0.2518
H 0.704 -1.723 0.059  0.2033
H -0.087 -1.314 -1.444  0.3023
H -1.922 -0.026 -0.163  0.3127
H -1.081 -0.480 1.413  0.2345
H 1.595 1.898 0.729  0.2707

Computed properties:
maximum force: 0.09727 hartree/bohr
charge: 0
LUMO level: 0.0350 Ha
relative energy (zero: lowest compared OMol25 entry of this formula, charge and spin): 63.18 kcal/mol
calculated total energy: -7953.769 eV



Below is a 2-piece molecular cluster, C4H8O2 overall, with properties calculated with ωB97M-V/def2-TZVPD.

Each line ends with the Mulliken charge.
Positions of all 14 atoms, in Å:
O -1.781 -0.548 -1.329  -0.5398
C -0.675 -0.505 -0.872  0.1994
C 0.244 -1.502 -0.168  -0.3670
C 1.023 -0.280 0.393  -0.6279
C 0.356 0.622 -0.688  0.1032
O -0.221 1.844 -0.345  -0.4842
H -0.182 -2.232 0.526  0.3076
H 0.815 -2.026 -0.938  0.2370
H 2.115 -0.356 0.390  0.2968
H 0.677 0.022 1.387  0.2579
H 1.001 0.692 -1.581  0.3333
H 0.468 2.514 -0.275  0.3018
H -1.997 0.774 2.099  0.1942
H -1.844 0.981 1.402  -0.2123

Computed properties:
maximum force: 0.01197 hartree/bohr
charge: 0
SMILES: O=C1CC[C@@H]1O.[H][H]
LUMO level: 0.0212 Ha
relative energy (zero: lowest compared OMol25 entry of this formula, charge and spin): 60.61 kcal/mol
calculated total energy: -8370.654 eV



Below is a 2-piece molecular cluster, C4H14NOS overall, with properties calculated with ωB97M-V/def2-TZVPD.

Each line ends with the Mulliken charge.
Positions of all 21 atoms, in Å:
C 0.551 -2.252 0.560  -1.5407
C 0.263 -0.853 0.052  0.1519
C 0.136 -0.726 -1.438  -0.7768
C -0.252 0.607 -2.042  -0.7197
S 0.456 1.955 -1.070  -0.2211
N -1.187 -0.521 0.616  -0.2265
H -0.097 -3.032 0.191  0.3995
H 0.722 -2.205 1.617  0.4129
H 1.571 -2.497 0.259  0.4178
H 0.904 -0.156 0.582  0.3720
H 1.154 -0.936 -1.778  0.3804
H -0.452 -1.547 -1.844  0.3465
H -1.326 0.791 -2.052  0.3866
H 0.004 0.601 -3.100  0.4241
H -0.098 3.007 -1.674  0.1860
H -1.121 -0.561 1.641  0.2748
H -1.946 -1.153 0.391  0.3666
H -1.240 0.461 0.386  0.3684
H -0.742 -0.237 4.430  0.3028
H 0.721 0.056 4.039  0.3060
O -0.119 -0.266 3.691  -0.6115

Computed properties:
maximum force: 0.05731 hartree/bohr
charge: +1
LUMO level: -0.1090 Ha
relative energy (zero: lowest compared OMol25 entry of this formula, charge and spin): 12.37 kcal/mol
calculated total energy: -18741.652 eV



Below is C15H33N4PtSSi3 as an isolated structure, with properties calculated with ωB97M-V/def2-TZVPD.

Each line ends with the Mulliken charge.
Positions of all 57 atoms, in Å:
Pt -0.571 -0.084 0.428  2.1151
C -2.388 0.795 -2.507  -0.8389
Si -0.863 1.852 -2.275  -0.0174
C 0.514 1.126 -3.321  -1.0809
C -1.140 3.632 -2.722  -1.0079
C -0.530 1.758 -0.336  -1.1333
Si 1.601 1.774 0.333  0.4208
C 1.791 2.162 2.129  -0.9794
C 1.790 3.279 -0.751  -0.8878
C 2.764 0.423 -0.202  -1.2749
Si -1.608 2.996 0.732  -0.6823
C -0.980 4.729 0.854  -1.0596
C -3.375 2.854 0.181  -1.1097
C -1.463 2.056 2.355  0.5575
C -1.712 2.554 3.624  -0.8244
C -1.505 1.762 4.744  -0.4128
C -1.039 0.466 4.573  -0.8509
C -0.814 0.002 3.296  -0.0840
N -1.026 0.784 2.216  0.4338
H -2.730 0.962 -3.533  0.4815
H -3.216 1.040 -1.848  0.3070
H -2.174 -0.274 -2.417  0.1983
H 0.149 1.105 -4.352  0.5089
H 0.789 0.094 -3.101  0.4164
H 1.436 1.706 -3.333  0.3946
H -1.350 3.674 -3.795  0.4566
H -0.279 4.275 -2.541  0.4041
H -2.008 4.061 -2.221  0.2709
H 1.111 2.928 2.498  0.2589
H 2.806 2.559 2.239  0.5484
H 1.724 1.282 2.770  0.3272
H 1.147 4.120 -0.508  0.2336
H 1.756 3.081 -1.817  0.2346
H 2.821 3.575 -0.503  0.4928
H 2.552 -0.559 0.223  0.4015
H 3.739 0.705 0.212  0.4814
H 2.890 0.351 -1.284  0.3795
H -0.970 5.224 -0.119  0.4418
H 0.009 4.813 1.302  0.3857
H -1.680 5.292 1.479  0.4782
H -3.567 3.284 -0.801  0.3945
H -3.976 3.416 0.903  0.4563
H -3.731 1.823 0.191  0.3661
H -2.064 3.572 3.735  0.5014
H -1.698 2.148 5.737  0.4996
H -0.854 -0.187 5.415  0.4945
H -0.463 -1.006 3.122  0.3996
N 0.152 -1.423 -1.046  -0.3598
N -0.644 -2.577 -1.219  -0.3656
C -1.727 -2.788 -0.458  0.9335
N -2.423 -3.888 -0.603  -0.3776
S -2.245 -1.598 0.696  -0.4265
H 0.284 -0.968 -1.951  -0.0780
H 1.072 -1.715 -0.710  0.4398
H -0.330 -3.246 -1.914  0.2666
H -2.174 -4.620 -1.257  0.2376
H -3.252 -4.047 -0.045  0.2333

Computed properties:
maximum force: 0.01667 hartree/bohr
charge: +3
LUMO level: -0.4325 Ha
relative energy (zero: lowest compared OMol25 entry of this formula, charge and spin): 8.79 kcal/mol
calculated total energy: -59741.078 eV



Below is an isolated ion of composition C5H8N3 and charge +1, with properties calculated with ωB97M-V/def2-TZVPD.

Each line ends with the Mulliken charge.
Positions of all 16 atoms, in Å:
C -2.009 -1.234 -0.436  -1.2253
C -1.403 -0.139 0.497  0.7477
C -1.878 1.173 0.082  -0.1863
N -2.309 2.182 -0.223  -0.2975
C 0.060 -0.419 0.552  -0.4804
N 0.995 0.162 -0.048  -0.0763
C 2.201 0.343 -0.452  0.1687
N 3.075 1.132 0.126  -0.2947
H -2.797 -0.798 -1.046  0.3877
H -2.432 -2.043 0.152  0.3285
H -1.259 -1.647 -1.107  0.3613
H -1.808 -0.284 1.508  0.3003
H 0.294 -1.306 1.150  0.4223
H 2.467 -0.092 -1.415  0.3335
H 3.943 1.363 -0.333  0.2601
H 2.861 1.609 0.992  0.2503

Computed properties:
maximum force: 0.02013 hartree/bohr
charge: +1
SMILES: C[C@H](C#N)/C=N/C=[NH2+]
LUMO level: -0.1608 Ha
relative energy (zero: lowest compared OMol25 entry of this formula, charge and spin): 34.74 kcal/mol
calculated total energy: -9777.036 eV



Below is a 2-piece molecular cluster, C15H19BrF3N3O5 overall, with properties calculated with ωB97M-V/def2-TZVPD.

Each line ends with the Mulliken charge.
Positions of all 46 atoms, in Å:
C 2.002 1.914 2.932  -0.8070
C 3.092 1.705 1.904  0.7106
O 3.652 0.636 1.828  -0.6203
N 3.414 2.718 1.014  0.0780
C 3.767 2.208 -0.319  -0.8621
C 2.612 3.935 0.992  -1.6206
C 1.267 3.810 0.252  0.6328
C 0.153 4.665 0.868  -0.7470
C -1.239 4.087 0.686  -0.7445
O -1.227 2.689 1.066  -0.1308
C -1.995 1.872 0.364  0.6354
O -2.809 2.171 -0.443  -0.4871
N -1.731 0.482 0.685  -0.2589
Br -1.622 0.128 2.516  -0.0014
C -0.642 -0.088 -0.040  0.7867
F 0.576 0.219 0.446  -0.2302
F -0.687 0.365 -1.295  -0.2746
F -0.734 -1.418 -0.048  -0.1946
H 2.176 1.220 3.751  0.3568
H 1.047 1.656 2.463  -0.0049
H 1.911 2.927 3.321  0.3499
H 3.732 3.039 -1.027  0.3736
H 3.074 1.430 -0.648  0.2001
H 4.778 1.804 -0.318  0.3023
H 3.221 4.705 0.509  0.3820
H 2.457 4.276 2.014  0.5443
H 0.971 2.758 0.241  -0.2945
H 1.418 4.102 -0.792  0.4567
H 0.350 4.873 1.924  0.4316
H 0.118 5.637 0.365  0.3283
H -1.579 4.171 -0.347  0.4294
H -1.955 4.596 1.335  0.2832
O -3.440 -6.718 -4.442  -0.6030
N -3.260 -7.090 -3.299  1.0070
O -3.641 -8.152 -2.848  -0.6077
C -2.526 -6.185 -2.392  0.1111
C -2.108 -4.958 -2.873  -0.4192
C -1.427 -4.110 -2.014  -0.3351
C -1.178 -4.497 -0.704  -0.3896
C -1.606 -5.736 -0.246  -0.4934
C -2.289 -6.594 -1.093  -0.3693
H -2.312 -4.679 -3.895  0.4435
H -1.092 -3.144 -2.368  0.3898
H -0.647 -3.832 -0.036  0.4439
H -1.410 -6.036 0.774  0.3691
H -2.632 -7.562 -0.759  0.4496

Computed properties:
maximum force: 0.01868 hartree/bohr
charge: 0
SMILES: CC(=O)N(C)CCCCOC(=O)N(Br)C(F)(F)F.O=[N+]([O-])c1ccccc1
LUMO level: -0.0198 Ha
calculated total energy: -108762.971 eV



Below is a 2-piece molecular cluster, C5H8N2 overall, with properties calculated with ωB97M-V/def2-TZVPD.

Each line ends with the Mulliken charge.
Positions of all 15 atoms, in Å:
C -2.280 -0.402 -0.027  -0.9819
C -0.940 -0.104 -0.546  0.5928
C -0.429 1.204 -0.717  -0.5890
N 0.874 1.127 -0.346  0.0819
C 1.207 -0.177 -0.024  0.0132
N 2.563 -0.432 0.220  -0.6065
C 0.110 -0.974 -0.126  -0.5691
H -3.128 -0.062 -0.603  0.2548
H -2.663 -1.139 0.689  0.3141
H -1.494 0.776 1.505  0.0106
H -0.944 2.158 -0.852  0.3245
H 1.555 1.870 -0.430  0.2260
H 2.723 -0.501 1.218  0.2668
H 2.836 -1.336 -0.151  0.2708
H 0.009 -2.009 0.191  0.3912

Computed properties:
maximum force: 0.02762 hartree/bohr
charge: 0
LUMO level (spin up / spin down): 0.0056 / 0.0137 Ha
relative energy (zero: lowest compared OMol25 entry of this formula, charge and spin): 115.52 kcal/mol
calculated total energy: -8289.987 eV



Below is C32H42FN5O6RuSSe2Te as an isolated structure, with properties calculated with ωB97M-V/def2-TZVPD.

Each line ends with the Mulliken spin population.
Positions of all 91 atoms, in Å:
Ru 1.344 0.068 -2.580  0.0127
C 3.834 -3.220 -3.681  0.0018
Se 2.566 -2.327 -2.452  0.0149
C 3.892 -1.467 -1.282  0.0017
C 4.805 -0.464 -1.962  -0.0006
Se 3.885 0.986 -2.956  -0.0240
C 4.408 0.494 -4.790  0.0082
H 3.230 -3.888 -4.291  0.0001
H 4.555 -3.802 -3.112  0.0011
H 4.341 -2.508 -4.324  0.0003
H 4.491 -2.256 -0.816  -0.0015
H 3.284 -0.964 -0.522  -0.0005
H 5.473 -0.941 -2.684  -0.0003
H 5.401 0.049 -1.199  0.0001
H 5.460 0.215 -4.808  -0.0003
H 4.256 1.374 -5.412  -0.0012
H 3.782 -0.316 -5.157  -0.0048
C -3.746 -4.962 0.609  0.0000
C -4.133 -3.499 0.402  0.0001
N -2.960 -2.671 0.201  0.0007
C -2.614 -2.349 -1.075  0.0010
C -1.417 -1.824 -1.423  0.0020
C -1.165 -1.410 -2.852  0.0535
O -2.059 -0.785 -3.427  0.0158
O -0.049 -1.712 -3.363  0.0175
C -0.408 -1.577 -0.429  0.0118
O 0.773 -1.233 -0.689  0.0012
C -0.863 -1.740 0.939  0.0014
C -0.010 -1.380 1.992  -0.0005
C -0.417 -1.518 3.294  -0.0001
F 0.438 -1.172 4.293  0.0000
C -1.687 -2.008 3.619  0.0000
C -2.518 -2.410 2.573  0.0000
C -2.132 -2.296 1.235  -0.0004
N -2.147 -2.065 4.942  0.0001
C -1.751 -1.111 5.939  0.0000
C -3.006 -0.614 6.663  0.0000
N -3.717 -1.778 7.256  0.0000
C -4.088 -2.758 6.200  0.0000
C -2.807 -3.214 5.489  0.0000
H -4.642 -5.568 0.718  0.0000
H -3.130 -5.084 1.495  0.0000
H -3.185 -5.329 -0.247  0.0000
H -4.725 -3.132 1.246  0.0000
H -4.759 -3.422 -0.487  0.0000
H -3.351 -2.543 -1.840  -0.0013
H 0.973 -0.999 1.760  0.0002
H -3.500 -2.780 2.818  0.0000
H -1.270 -0.258 5.463  0.0000
H -1.051 -1.542 6.673  0.0000
H -3.682 -0.139 5.952  0.0000
H -2.747 0.096 7.448  0.0000
H -4.553 -1.463 7.763  0.0000
H -3.080 -2.236 7.921  0.0000
H -4.744 -2.248 5.493  0.0000
H -4.616 -3.598 6.650  0.0000
H -3.056 -3.920 4.696  0.0000
H -2.162 -3.737 6.218  0.0000
Te -0.078 0.674 -4.766  0.8434
C 0.036 2.446 -5.890  -0.0165
C -0.843 3.493 -5.830  0.0202
C -0.725 4.390 -6.906  0.0059
C 0.241 4.018 -7.790  0.0015
S 1.029 2.568 -7.314  0.0199
H -1.535 3.588 -5.014  -0.0110
H -1.341 5.264 -7.027  0.0003
H 0.529 4.511 -8.697  0.0021
C 0.178 2.310 1.994  0.0001
C 1.518 2.981 1.707  0.0005
C 1.675 3.390 0.227  -0.0002
C 3.054 4.061 0.020  -0.0001
C 3.238 4.591 -1.396  0.0000
C 0.576 4.387 -0.099  -0.0009
O 0.420 5.413 0.517  0.0001
N -0.260 4.056 -1.135  0.0046
C -0.201 2.910 -1.925  -0.0090
O -0.959 2.784 -2.867  0.0239
N 0.721 1.990 -1.589  0.0278
C 1.645 2.148 -0.639  -0.0194
O 2.503 1.266 -0.506  -0.0014
H 0.136 2.006 3.038  0.0000
H 0.040 1.426 1.373  -0.0003
H -0.644 2.999 1.810  0.0000
H 2.330 2.299 1.961  0.0001
H 1.606 3.885 2.314  0.0000
H 3.823 3.316 0.232  0.0001
H 3.151 4.881 0.733  0.0000
H 3.093 3.799 -2.134  -0.0005
H 4.245 4.981 -1.520  0.0000
H 2.537 5.396 -1.601  -0.0001
H -0.985 4.725 -1.375  -0.0019

Computed properties:
spin multiplicity: 2
maximum force: 0.04832 hartree/bohr
charge: +1
LUMO level (spin up / spin down): -0.1238 / -0.1238 Ha
relative energy (zero: lowest compared OMol25 entry of this formula, charge and spin): 0.00 kcal/mol
calculated total energy: -207715.139 eV